11
Properties=species:S:1:pos:R:3 method="wB97M-V/def2-TZVPD" spin_multiplicity=1 smiles="C#C[C@H](O)C(=O)C#N" orbital_gap_ev=9.79 lumo_ev=-1.1 de_lowest_kj_mol=229.95
C -1.5979 1.7612 0.4762
C -1.0864 0.7766 0.0474
C -0.4113 -0.3991 -0.5324
O -1.1921 -1.5587 -0.4601
C 0.9918 -0.6297 0.1518
O 0.9999 -1.5060 1.0064
C 2.1999 0.2265 -0.0663
N 3.1290 0.9065 -0.2969
H -1.9233 2.6472 0.9037
H -0.2456 -0.2083 -1.5389
H -0.8641 -2.0161 0.3091


11
Properties=species:S:1:pos:R:3 method="wB97M-V/def2-TZVPD" spin_multiplicity=1 smiles="O=C1Nc2cocc21" orbital_gap_ev=9.71 lumo_ev=0.7 de_lowest_kj_mol=278.83
O -0.6459 -1.9978 -2.0086
C -0.1577 -1.2283 -1.2367
N 0.8270 -1.3355 -0.3225
C 0.6798 -0.0061 0.1855
C 0.6568 0.8157 1.2999
O -0.3701 1.7180 0.9788
C -0.9952 1.3154 -0.1754
C -0.3002 0.3186 -0.6723
H 1.1533 -2.3271 -0.1039
H 0.8778 0.6919 2.5061
H -1.7257 2.0353 -0.4508


12
Properties=species:S:1:pos:R:3 method="wB97M-V/def2-TZVPD" spin_multiplicity=1 orbital_gap_ev="7.27 / 6.85" lumo_ev="-2.4 / -2.6" de_lowest_kj_mol=291.40
N 2.9865 1.7239 -0.1568
C 2.2991 0.8081 -0.0219
C 1.2909 -0.0768 0.0867
C 1.2629 -1.4859 -0.0352
O 0.3084 -2.2695 -0.0164
C -0.1450 0.8467 0.0789
O 0.0676 2.1532 0.0042
C -1.5426 0.2558 0.0337
O -2.4121 0.9714 -0.3302
H 2.2686 -1.9066 -0.2730
H -0.5613 2.6631 0.4644
H -1.4318 -0.8029 0.0951